A 2-piece molecular cluster, C49H47N4O overall. Source: the OMol25 dataset; level of theory: wB97M-V/def2-TZVPD.

relative energy (zero: lowest compared OMol25 entry of this formula, charge and spin)	287.48	kJ/mol
E_LUMO	-5.2	eV
charge	+1
E_tot	-59574.6806	eV

Last column: Löwdin charge in e.
Cartesian coordinates (Å):
O (2.77525, -1.00786, -0.65566)  0.0455
N (-1.64406, -1.86740, 4.13238)  0.0463
N (2.57998, 1.50594, -1.93073)  0.0726
N (0.40165, 1.48473, -1.75488)  0.1448
N (2.13966, 2.81094, -2.16065)  0.2152
C (-1.16025, 0.56852, -0.18479)  -0.1945
C (-2.04839, 5.07075, -1.12091)  -0.0629
C (0.84297, 2.78714, -1.97079)  -0.1816
C (6.79322, 1.00902, -2.16272)  -0.2524
C (6.21135, 1.96030, -1.32228)  0.0080
C (-1.74972, -2.02464, -4.64668)  -0.0962
C (5.95071, 0.19878, -2.92402)  0.0051
C (4.82679, 2.12175, -1.23493)  -0.1923
C (-1.76349, 1.83353, -3.74564)  -0.0175
C (4.26834, 3.14520, -0.31374)  -0.0434
C (-1.14112, -2.43520, 6.29859)  -0.0983
C (-0.39533, -0.21086, 5.60855)  0.0143
C (1.53454, 0.68927, -1.67716)  -0.0596
C (-0.18562, 0.78886, 0.93306)  -0.0038
C (-3.15316, 0.50954, -2.14047)  0.0205
C (0.15388, 4.98700, -2.85400)  -0.0142
C (-2.26111, -0.27718, -0.06562)  -0.0193
C (8.28050, 0.82124, -2.24738)  -0.0457
C (3.74144, -0.46908, -3.83212)  -0.0323
C (-0.92334, -1.45898, 5.28984)  -0.1124
C (-0.06053, 3.93621, -1.93329)  -0.1521
C (-1.93988, 1.15581, -2.41817)  -0.1792
C (-0.81763, -2.18231, 7.63329)  0.0107
C (-1.95886, -1.11709, 3.03899)  -0.0044
C (-3.42530, -0.93346, 2.81122)  -0.0503
C (-4.49616, -1.15647, -0.78378)  -0.0350
C (0.47227, -1.60443, -1.02397)  -0.1885
C (-0.05315, 0.02756, 6.96292)  -0.0533
C (-0.22407, -1.83901, -2.26320)  -0.1823
C (-0.93614, 1.10304, -1.44768)  -0.1713
C (-2.25127, -3.11739, 4.40002)  -0.1350
C (-3.58022, -5.23094, 5.57203)  -0.0493
C (-1.91411, 6.02623, -2.13578)  -0.0634
C (-3.84986, -4.87619, 4.23987)  -0.0450
C (-1.96248, -3.47010, 5.73712)  -0.0993
C (-3.15335, -3.82493, 3.62084)  0.0007
C (-1.34761, -2.72522, -2.36354)  -0.0330
C (0.48740, -2.59550, 0.07588)  -0.0474
C (3.99683, 1.28526, -1.99744)  -0.1083
C (-1.11932, 4.04493, -1.00125)  -0.0228
C (-0.80271, 5.98871, -2.98653)  -0.0650
C (-0.56424, -1.28846, -4.63885)  -0.0858
C (-3.29862, -0.27516, -0.99603)  -0.2493
C (-2.12236, -2.77095, -3.52046)  -0.0875
C (1.65641, -0.66725, -1.09631)  -0.3284
C (0.17805, -1.20896, -3.46706)  -0.0455
C (4.55889, 0.35343, -2.89308)  -0.1844
C (-0.26205, -0.93837, 7.95717)  -0.0540
C (-2.63766, -4.53330, 6.33393)  0.0113
H (-4.12004, -6.06421, 6.01659)  0.1136
H (-1.63137, -3.32827, -1.49289)  0.1032
H (1.04136, 4.96005, -3.48393)  0.1201
H (-4.20485, -2.21893, -0.78369)  0.0860
H (-3.31032, -3.56607, 2.57334)  0.1103
H (-2.38256, -2.01341, -5.54111)  0.1042
H (-0.10413, -2.24881, 0.93652)  0.0580
H (8.57694, -0.16742, -1.87180)  0.0905
H (3.57887, 3.81818, -0.83267)  0.0672
H (1.10738, -0.63449, -3.47938)  0.0744
H (-3.96186, 0.55574, -2.87700)  0.1303
H (-1.34892, -0.22369, 2.99163)  0.0809
H (-4.61325, -5.41820, 3.67612)  0.1157
H (6.85129, 2.59355, -0.70984)  0.1191
H (-1.01731, -2.95143, 8.37902)  0.1218
H (-4.98438, -0.94398, 0.17821)  0.0733
H (-2.28247, -0.96738, 0.77491)  0.0805
H (3.25719, -1.29953, -3.29784)  0.0875
H (-0.72217, 0.73412, 1.87894)  0.0454
H (3.74952, 2.68304, 0.53547)  0.0918
H (-3.62548, -0.03528, 2.21564)  0.0887
H (-5.22348, -1.00426, -1.59018)  0.0851
H (0.27007, 1.78856, 0.88214)  0.0987
H (-0.69154, 6.74923, -3.75766)  0.1116
H (-2.88153, 5.11357, -0.41758)  0.1118
H (-0.26322, 0.54968, 4.83829)  0.1122
H (4.40716, -0.90900, -4.59141)  0.0909
H (0.37000, 0.99671, 7.24642)  0.1141
H (-1.21324, 3.30044, -0.21051)  0.1079
H (-3.84811, -1.77070, 2.23033)  0.0664
H (-3.02418, -3.39020, -3.55070)  0.1070
H (-4.00455, -0.85529, 3.74857)  0.1224
H (6.39064, -0.56494, -3.57423)  0.1286
H (-2.41795, 1.34189, -4.48384)  0.0914
H (-0.20442, -0.75994, -5.52403)  0.1116
H (-0.72916, 1.77432, -4.11496)  0.0868
H (1.52375, -2.71011, 0.42346)  0.0925
H (8.80200, 1.58422, -1.66330)  0.0776
H (8.61834, 0.88737, -3.28927)  0.0876
H (2.98458, 0.13023, -4.35926)  0.0876
H (-2.06152, 2.89295, -3.68080)  0.0901
H (-2.41032, -4.77734, 7.37088)  0.1215
H (0.07353, -3.57017, -0.22884)  0.0851
H (5.10324, 3.72899, 0.08361)  0.0822
H (0.60194, 0.02036, 0.94393)  0.0905
H (-2.67843, 6.79965, -2.24321)  0.1122
H (0.00600, -0.71687, 8.99173)  0.1154